Model one:
{
  "formula": "C8H11NOS",
  "method": "the ωB97M-V functional and the def2-TZVPD basis",
  "total_charge": 0,
  "spin_multiplicity": 1,
  "smiles": "CC[C@@]1(C)C(=O)CC=NC1=S",
  "symbols": ["C", "C", "C", "C", "C", "O", "C", "C", "N", "C", "S", "H", "H", "H", "H", "H", "H", "H", "H", "H", "H", "H"],
  "xyz": [[-2.0531, 1.5510, -0.0883], [-1.3841, 0.6392, 0.9819], [-0.2039, -0.1761, 0.4334], [0.2803, -1.3933, 1.3882], [-0.1755, -0.6661, -0.9533], [-1.1087, -1.2063, -1.4927], [1.0592, -0.6342, -1.8402], [2.3120, -0.5101, -1.0766], [2.3452, 0.2522, -0.0396], [1.3226, 0.8399, 0.5265], [1.5185, 2.2150, 1.4355], [-1.4174, 2.2844, -0.4964], [-2.8700, 2.0958, 0.3801], [-2.5047, 0.9709, -0.9366], [-2.1358, -0.1804, 1.2381], [-1.0985, 1.2712, 1.8794], [0.0715, -1.0779, 2.4300], [1.3380, -1.5030, 1.2729], [-0.1872, -2.3317, 1.0454], [0.9840, 0.3495, -2.4275], [0.8235, -1.4558, -2.6153], [3.0842, -1.3344, -1.0449]],
  "nbo_charge": [-0.618, -0.423, -0.124, -0.597, 0.581, -0.536, -0.611, 0.193, -0.475, 0.082, -0.015, 0.209, 0.216, 0.218, 0.220, 0.253, 0.235, 0.216, 0.221, 0.272, 0.279, 0.207]
}

***

Model two:
{
  "formula": "C8H11NOS",
  "method": "the ωB97M-V functional and the def2-TZVPD basis",
  "total_charge": 0,
  "spin_multiplicity": 1,
  "symbols": ["C", "C", "C", "C", "C", "C", "C", "C", "N", "O", "S", "H", "H", "H", "H", "H", "H", "H", "H", "H", "H", "H"],
  "xyz": [[-1.4293, 3.1261, -0.7464], [3.2507, -2.4715, 0.6158], [1.9089, -2.3835, 0.7938], [-2.4165, 1.9780, -0.6128], [-1.1868, -0.2475, -0.7207], [1.0267, -1.8829, -0.1559], [-1.6798, 0.9073, 0.2124], [-0.5726, 1.6851, 0.8116], [-0.4264, 2.8658, 0.1497], [-1.4806, 4.0964, -1.4681], [-0.6619, -1.7531, 0.1713], [3.8991, -2.8182, 1.3975], [3.7167, -2.1696, -0.3070], [1.4803, -2.6999, 1.7365], [-3.2902, 2.3484, -0.0740], [-2.7502, 1.6328, -1.5895], [-2.0224, -0.5526, -1.3503], [-0.3619, 0.0903, -1.3465], [1.3616, -1.5559, -1.1270], [-2.3285, 0.4506, 0.9632], [0.1886, 1.3038, 1.4616], [0.3438, 3.5015, 0.2951]],
  "nbo_charge": [0.662, -0.360, -0.275, -0.506, -0.513, -0.364, -0.286, -0.036, -0.591, -0.585, 0.281, 0.195, 0.184, 0.210, 0.245, 0.237, 0.219, 0.225, 0.203, 0.226, 0.206, 0.422]
}

***

How do the energies compare? Relative to the most stable structure, in kcal/mol: model one 1.6; model two 0.0.

***

Model one:
{
  "formula": "C5H9NOS",
  "method": "the ωB97M-V functional and the def2-TZVPD basis",
  "total_charge": 0,
  "spin_multiplicity": 1,
  "smiles": "C/C(=C/C(O)=S)CN",
  "symbols": ["C", "C", "C", "C", "O", "S", "C", "N", "H", "H", "H", "H", "H", "H", "H", "H", "H"],
  "xyz": [[0.5220, -0.8910, -1.4354], [-0.0359, -0.3192, -0.2216], [-1.2599, -0.6984, 0.2298], [-1.7498, -0.3601, 1.5679], [-0.8340, -0.3676, 2.5132], [-3.3133, -0.0749, 1.9045], [0.8374, 0.8218, 0.3180], [1.2555, 1.7149, -0.7133], [0.5112, 0.0355, -2.1436], [1.5483, -1.1311, -1.5226], [-0.1266, -1.6957, -1.9002], [-1.8089, -1.4301, -0.3917], [-0.0160, -0.7752, 2.2995], [1.8077, 0.3767, 0.7365], [0.4760, 1.3091, 1.2548], [1.7302, 1.2017, -1.4260], [0.4561, 2.2835, -1.0697]],
  "nbo_charge": [-0.663, 0.045, -0.325, 0.198, -0.647, -0.058, -0.280, -0.819, 0.220, 0.231, 0.230, 0.236, 0.491, 0.192, 0.225, 0.358, 0.367]
}

***

Model two:
{
  "formula": "C5H9NOS",
  "method": "the ωB97M-V functional and the def2-TZVPD basis",
  "total_charge": 0,
  "spin_multiplicity": 1,
  "smiles": "C[C@H]1[C@@H](O)C=N[C@@H]1S",
  "symbols": ["C", "C", "C", "O", "C", "N", "C", "S", "H", "H", "H", "H", "H", "H", "H", "H", "H"],
  "xyz": [[-0.8211, -0.5860, 0.9829], [-0.4783, 0.4746, -0.0936], [0.7155, 1.2214, 0.3761], [1.0491, 1.0063, 1.7018], [1.9105, 0.5374, -0.6530], [1.4028, -0.3388, -1.4258], [-0.0634, -0.3488, -1.2909], [-0.8224, 0.2907, -2.7992], [-0.0652, -1.3704, 0.8941], [-1.7970, -1.0677, 0.8220], [-0.6675, -0.1248, 1.9982], [-1.4320, 1.0604, -0.3276], [0.8054, 2.2447, -0.0258], [1.5212, 0.0737, 1.5603], [2.9361, 0.6416, -0.5437], [-0.3030, -1.3583, -1.2126], [-2.1292, -0.0192, -2.6127]],
  "nbo_charge": [-0.615, -0.313, 0.050, -0.682, 0.074, -0.387, -0.177, -0.037, 0.188, 0.219, 0.242, 0.236, 0.202, 0.475, 0.190, 0.209, 0.127]
}

***

How do the energies compare? Relative to the most stable structure, in kcal/mol: model one 0.0; model two 12.7.

***

Model one:
{
  "formula": "C5H9NOS",
  "method": "the ωB97M-V functional and the def2-TZVPD basis",
  "total_charge": 0,
  "spin_multiplicity": 1,
  "symbols": ["C", "C", "C", "C", "C", "H", "H", "H", "H", "H", "H", "H", "H", "H", "N", "O", "S"],
  "xyz": [[-0.3959, -0.8758, -1.9284], [0.3865, -0.7215, -0.7173], [1.0724, 0.1434, 1.2947], [0.1148, 0.5122, 0.3001], [-1.2076, 0.4089, 0.9282], [0.1773, -0.4105, -2.7709], [-0.5410, -2.0209, -2.0608], [-1.2102, -0.2620, -2.0814], [2.0188, 0.4865, 1.0840], [0.6752, 0.1182, 2.2845], [-2.2118, 0.2435, 0.4542], [-0.8702, -0.3725, 1.8583], [-1.4533, 1.4477, 1.4587], [0.6709, 2.7487, -0.0303], [0.9319, -1.7333, -0.2159], [1.3370, -1.3916, 1.0401], [0.5052, 1.6789, -0.8979]],
  "nbo_charge": [-0.691, 0.201, -0.117, -0.325, -0.614, 0.233, 0.255, 0.237, 0.213, 0.212, 0.247, 0.220, 0.217, 0.119, -0.075, -0.388, 0.055]
}

***

Model two:
{
  "formula": "C5H9NOS",
  "method": "the ωB97M-V functional and the def2-TZVPD basis",
  "total_charge": 0,
  "spin_multiplicity": 1,
  "symbols": ["C", "C", "C", "C", "C", "H", "H", "H", "H", "H", "H", "H", "H", "H", "N", "O", "S"],
  "xyz": [[1.6104, -1.4042, -0.8779], [0.8457, -0.2908, 0.1387], [-0.3294, 1.3214, -0.5220], [-0.7401, -0.0889, 0.0799], [-1.3394, -0.0211, 1.5721], [2.6827, -1.3129, -0.4416], [1.0014, -2.3036, -0.8777], [1.5916, -1.0034, -1.9814], [1.2399, -0.2404, 1.1333], [1.8617, 1.9309, 0.2872], [-2.4289, 0.5040, 1.7105], [-0.8128, 0.6036, 2.2701], [-1.3206, -1.0882, 1.9654], [-1.7562, 0.9068, -2.1525], [0.9760, 1.1306, -0.3122], [-0.9959, 2.2675, -1.0503], [-2.0860, -0.9112, -0.9416]],
  "nbo_charge": [-0.633, -0.039, 0.658, -0.250, -0.628, 0.223, 0.239, 0.229, 0.189, 0.423, 0.242, 0.207, 0.224, 0.243, -0.601, -0.596, -0.130]
}

***

How do the energies compare? Relative to the most stable structure, in kcal/mol: model one 0.0; model two 42.5.

***

Model one:
{
  "formula": "C3H4NO",
  "method": "the ωB97M-V functional and the def2-TZVPD basis",
  "total_charge": 1,
  "spin_multiplicity": 1,
  "symbols": ["C", "C", "C", "N", "O", "H", "H", "H", "H"],
  "xyz": [[0.0614, -0.9789, 0.0178], [-1.3635, 0.6368, -0.0274], [0.9482, 0.1729, -0.0030], [0.2738, 1.3033, -0.0751], [-1.1678, -0.6162, 0.0005], [0.3139, -2.0636, -0.1172], [-2.3425, 1.2199, 0.1671], [1.6346, 0.0106, 0.7950], [1.6418, 0.3153, -0.7578]],
  "nbo_charge": [0.364, 0.345, -0.504, -0.176, -0.317, 0.266, 0.297, 0.356, 0.370]
}

***

Model two:
{
  "formula": "C3H4NO",
  "method": "the ωB97M-V functional and the def2-TZVPD basis",
  "total_charge": 1,
  "spin_multiplicity": 1,
  "symbols": ["C", "C", "C", "N", "O", "H", "H", "H", "H"],
  "xyz": [[-0.0376, -0.4407, 0.7999], [1.9131, 0.2692, -1.2081], [2.5523, 0.0041, -0.1377], [0.0705, -0.1743, -0.3919], [2.8848, -0.0709, 0.9548], [-1.0457, -0.7961, 1.2291], [0.8598, -0.3811, 1.3804], [1.8982, 0.0052, -2.1563], [-0.4899, -0.2506, -1.2499]],
  "nbo_charge": [0.079, -0.179, 0.640, -0.420, -0.326, 0.268, 0.229, 0.244, 0.463]
}

***

Model three:
{
  "formula": "C3H4NO",
  "method": "the ωB97M-V functional and the def2-TZVPD basis",
  "total_charge": 1,
  "spin_multiplicity": 1,
  "symbols": ["C", "C", "C", "N", "O", "H", "H", "H", "H"],
  "xyz": [[1.3620, 1.5568, -0.1051], [0.3227, 0.1256, 0.6924], [0.0216, 0.2943, -0.7481], [1.3560, 1.7114, 1.0629], [0.9611, 1.2485, -1.2301], [-0.4297, 0.1588, 1.3804], [1.0312, -0.6049, 0.9000], [0.0383, -0.7231, -1.2772], [-0.9632, 0.7087, -0.9590]],
  "nbo_charge": [0.747, -0.017, -0.140, -0.246, -0.366, 0.260, 0.240, 0.272, 0.250]
}

***

How do the energies compare? Relative to the most stable structure, in kcal/mol: model one 38.2; model two 0.0; model three 10.7.

***

Model one:
{
  "formula": "H27O14",
  "method": "the ωB97M-V functional and the def2-TZVPD basis",
  "total_charge": -1,
  "spin_multiplicity": 1,
  "symbols": ["O", "H", "O", "H", "H", "O", "H", "H", "O", "H", "H", "O", "H", "H", "O", "H", "H", "O", "H", "H", "O", "H", "H", "O", "H", "H", "O", "H", "H", "O", "H", "H", "O", "H", "H", "O", "H", "H", "O", "H", "H"],
  "xyz": [[0.2161, -1.2037, -0.7679], [-0.3005, -1.9123, -1.1176], [-4.3541, 0.1418, -0.3105], [2.2498, 0.8487, -0.3045], [-1.8684, -1.2973, 4.7162], [-1.4613, -0.8017, 2.0542], [-0.9015, -0.4424, 4.0597], [0.7255, -3.7844, 0.3439], [1.6809, -3.9172, 0.4003], [1.3336, -1.6149, -1.6928], [1.7562, -3.5695, 1.2376], [0.3198, 4.4281, -1.3079], [0.0263, -0.4027, -1.3398], [-5.0418, -0.1538, -0.9812], [1.0691, 2.2308, -2.5775], [0.9010, 4.1848, -2.0826], [0.4160, 1.5283, -2.1415], [2.3301, -1.9605, -1.9740], [2.0061, -3.7741, -2.6569], [2.5800, -2.3441, -0.9586], [-0.9451, -1.1833, 4.7658], [-1.3471, -0.5132, 1.1929], [-0.5610, 3.8056, -1.4856], [-4.5390, 2.9885, 0.8906], [-4.5304, 2.1073, 0.6350], [-0.9718, -1.6380, 2.2045], [-1.7435, 3.0488, 0.5933], [-1.6079, 2.9831, -0.3393], [-0.9842, 2.5714, 1.0178], [-0.7277, 0.8496, -1.6972], [1.8527, 1.7924, -2.8424], [3.4114, 1.6773, 0.0846], [3.1418, 0.8824, 0.1168], [2.9144, -0.8314, 3.2146], [-1.3309, 1.0296, -1.1080], [1.3369, -4.1498, -3.2536], [-3.7060, 3.2083, 0.4730], [0.7712, -3.4783, -3.0769], [3.9881, -1.0977, 3.1639], [-4.1937, -0.7559, -0.0565], [3.9035, -1.2743, 2.2340]],
  "nbo_charge": [-0.988, 0.457, -0.926, 0.488, 0.460, -0.969, 0.489, 0.462, -0.913, 0.479, 0.457, -0.962, 0.515, 0.464, -1.064, 0.502, 0.502, -1.036, 0.493, 0.472, -0.954, 0.493, 0.451, -0.954, 0.467, 0.480, -0.954, 0.466, 0.492, -1.192, 0.450, 0.448, -0.937, 0.460, 0.427, -0.954, 0.478, 0.445, -0.927, 0.464, 0.467]
}

***

Model two:
{
  "formula": "H27O14",
  "method": "the ωB97M-V functional and the def2-TZVPD basis",
  "total_charge": -1,
  "spin_multiplicity": 1,
  "symbols": ["O", "H", "O", "H", "H", "O", "H", "H", "O", "H", "H", "O", "H", "H", "O", "H", "H", "O", "H", "H", "O", "H", "H", "O", "H", "H", "O", "H", "H", "O", "H", "H", "O", "H", "H", "O", "H", "H", "O", "H", "H"],
  "xyz": [[-4.0615, 0.6910, -1.3592], [1.9074, 0.8208, -1.8094], [4.9580, 1.1985, 0.5369], [1.1672, -1.7806, -1.4476], [2.4120, 1.3397, 0.7698], [0.4205, 0.7000, 2.4613], [1.3058, 1.7962, -0.2647], [-2.2951, -4.3446, 2.4772], [-2.1413, -3.4410, 2.7542], [0.5681, -2.0882, 1.0320], [-1.8337, -2.8816, 2.0159], [-0.0033, -2.2610, 1.8029], [-3.6547, 0.3564, -2.1796], [4.0989, 0.8396, 0.3308], [1.1841, -1.1424, -0.7286], [-0.1952, 0.9058, -0.4362], [-0.5202, 1.1066, 4.6634], [-0.9725, 1.2862, 0.0290], [-1.5434, -1.0964, 1.1923], [0.7590, -0.2860, -1.0674], [1.8022, 2.0445, 0.5641], [0.6558, 0.0576, 1.7927], [-0.7615, 0.4748, -2.5887], [-2.4926, -1.2722, 1.0543], [-2.8136, -0.5393, 1.6006], [0.5934, 1.5882, 2.1228], [1.2658, -3.0709, -3.2936], [1.0634, -2.6010, -4.1086], [0.4776, -3.5818, -3.0985], [-0.0075, 0.3630, 4.9732], [-1.6738, 1.4412, -0.6111], [-3.4456, 0.1722, -0.8119], [1.0226, 1.1891, -1.8544], [0.3613, 3.6300, -3.2166], [0.3564, -0.1150, 4.2152], [-1.5345, 0.2681, -3.1527], [0.1307, -1.5060, 2.3967], [-1.4593, 1.0544, -3.7142], [-0.1149, 3.7959, -2.4062], [4.7427, 1.8144, 1.2411], [0.2711, 3.0738, -1.8774]],
  "nbo_charge": [-0.959, 0.448, -0.926, 0.492, 0.437, -0.996, 0.508, 0.455, -0.981, 0.505, 0.508, -0.964, 0.479, 0.460, -1.048, 0.476, 0.470, -0.990, 0.486, 0.491, -0.995, 0.466, 0.507, -0.959, 0.472, 0.525, -0.947, 0.479, 0.474, -0.966, 0.481, 0.477, -1.262, 0.454, 0.489, -0.986, 0.468, 0.469, -0.968, 0.468, 0.504]
}

***

How do the energies compare? Relative to the most stable structure, in kcal/mol: model one 82.3; model two 0.0.